The following is a DFT calculation (wB97M-V/def2-TZVPD) of one molecule with the formula C23H29N3O4.

CARTESIAN COORDINATES (ANGSTROEM)
1 C 5.790 -1.976 2.834
2 O 6.231 -2.548 1.627
3 C 5.301 -2.464 0.572
4 C 5.145 -1.041 0.014
5 C 4.000 -0.288 0.676
6 O 3.173 -0.847 1.370
7 N 3.957 1.055 0.470
8 C 4.745 1.796 -0.484
9 H 4.870 2.806 -0.078
10 C 4.022 1.865 -1.841
11 H 4.316 1.027 -2.473
12 H 4.280 2.791 -2.354
13 C 2.503 1.781 -1.632
14 C 2.124 2.494 -0.327
15 H 1.042 2.515 -0.202
16 C 2.757 1.768 0.871
17 H 3.003 2.486 1.662
18 H 2.072 1.021 1.278
19 H 2.478 3.524 -0.395
20 H 1.992 2.253 -2.485
21 O 2.195 0.399 -1.589
22 C 0.903 -0.026 -1.565
23 C -0.209 0.754 -1.870
24 C -1.476 0.197 -1.843
25 C -1.659 -1.141 -1.518
26 C -0.539 -1.921 -1.233
27 C 0.723 -1.373 -1.247
28 H 1.594 -1.963 -1.008
29 H -0.685 -2.964 -0.997
30 C -2.995 -1.798 -1.498
31 O -3.142 -2.992 -1.694
32 N -4.043 -0.968 -1.275
33 H -3.903 -0.046 -0.883
34 C -5.378 -1.475 -1.089
35 C -6.087 -0.734 0.012
36 N -5.486 0.354 0.476
37 C -6.061 1.062 1.438
38 C -7.291 0.701 1.980
39 C -7.925 -0.430 1.497
40 C -7.318 -1.166 0.494
41 H -7.778 -2.056 0.093
42 H -8.881 -0.737 1.898
43 H -7.734 1.297 2.763
44 C -5.324 2.275 1.914
45 H -5.156 2.218 2.987
46 H -5.906 3.172 1.710
47 H -4.367 2.348 1.405
48 H -5.314 -2.546 -0.864
49 H -5.955 -1.370 -2.019
50 H -2.319 0.817 -2.108
51 H -0.103 1.792 -2.145
52 H 5.735 1.360 -0.600
53 H 4.924 -1.091 -1.053
54 H 6.091 -0.517 0.153
55 H 5.698 -3.126 -0.201
56 H 4.318 -2.831 0.898
57 H 4.806 -2.364 3.119
58 H 5.723 -0.884 2.769
59 H 6.526 -2.246 3.589

## Properties
- charge = 0
- max |F| (eV Å⁻¹) = 0.71
- energy above the lowest of the compared OMol25 structures with the same formula, charge and spin (kJ/mol) = 129.1
- frontier orbital gap (eV) = 9.13
- structure (SMILES) = COCCC(=O)N1CCC(Oc2ccc(C(=O)NCc3cccc(C)n3)cc2)CC1

The following is a DFT calculation (wB97M-V/def2-TZVPD) of C40H27AsBr2F6N3O3PdS as an isolated structure.

CARTESIAN COORDINATES (ANGSTROEM)
1 Pd 1.971 0.346 0.518
2 Br 6.484 2.953 1.798
3 C 4.834 3.086 2.631
4 C 4.653 3.934 3.711
5 C 3.418 4.042 4.318
6 Br 3.244 5.236 5.754
7 C 2.287 3.267 3.895
8 C 1.005 3.342 4.462
9 C 0.012 2.525 3.984
10 C 0.303 1.630 2.952
11 N 1.497 1.570 2.396
12 C 2.469 2.371 2.836
13 C 3.746 2.296 2.101
14 O 3.858 1.609 1.090
15 H 5.484 4.519 4.075
16 H 0.813 4.037 5.267
17 H -0.984 2.556 4.402
18 H -0.430 0.927 2.571
19 C -5.073 3.640 -0.452
20 C -3.580 3.552 -0.592
21 C -2.862 4.545 -1.251
22 C -1.482 4.467 -1.376
23 C -0.822 3.384 -0.823
24 C -1.512 2.376 -0.157
25 C -2.887 2.466 -0.054
26 S 0.938 3.311 -0.910
27 O 1.462 3.630 0.383
28 O 1.402 4.020 -2.065
29 N 1.202 1.665 -1.107
30 C 0.885 1.062 -2.242
31 C 0.163 1.645 -3.323
32 C -0.228 0.889 -4.409
33 C 0.080 -0.459 -4.491
34 C 0.839 -1.089 -3.476
35 C 1.186 -2.455 -3.524
36 C 1.952 -2.986 -2.524
37 C 2.379 -2.149 -1.482
38 N 2.041 -0.875 -1.412
39 C 1.274 -0.340 -2.372
40 H -5.484 4.433 -1.075
41 H -5.350 3.848 0.583
42 H -5.548 2.700 -0.734
43 H -3.389 5.387 -1.680
44 H -0.922 5.230 -1.901
45 H -0.981 1.517 0.241
46 H -3.436 1.676 0.446
47 H -0.104 2.690 -3.288
48 H -0.791 1.361 -5.202
49 H -0.247 -1.045 -5.340
50 H 0.834 -3.065 -4.346
51 H 2.223 -4.031 -2.507
52 H 2.994 -2.528 -0.676
53 C 0.126 -0.670 0.639
54 C -0.660 -1.564 0.340
55 C -1.499 -2.617 -0.020
56 C -0.930 -3.962 -0.023
57 C -1.401 -4.971 -0.875
58 C -0.786 -6.211 -0.913
59 C 0.314 -6.478 -0.106
60 C 0.798 -5.485 0.739
61 C 0.187 -4.246 0.780
62 C -2.853 -2.309 -0.473
63 C -3.913 -3.212 -0.322
64 C -5.193 -2.881 -0.734
65 C -5.451 -1.643 -1.308
66 C -4.412 -0.731 -1.454
67 C -3.134 -1.056 -1.038
68 H -2.234 -4.769 -1.536
69 H -1.163 -6.974 -1.582
70 H 0.791 -7.448 -0.137
71 H 1.662 -5.668 1.365
72 H 0.577 -3.476 1.434
73 H -3.731 -4.170 0.148
74 H -5.998 -3.592 -0.598
75 H -6.452 -1.389 -1.631
76 H -4.602 0.239 -1.898
77 H -2.324 -0.344 -1.148
78 F 2.835 -1.028 2.344
79 As 4.388 -1.888 2.121
80 F 4.475 -1.183 0.518
81 F 3.489 -3.214 1.427
82 F 5.877 -2.704 1.854
83 F 4.201 -2.569 3.688
84 F 5.195 -0.506 2.777

## Properties
- charge = 0
- max |F| (eV Å⁻¹) = 0.77
- multiplicity = 6
- energy above the lowest of the compared OMol25 structures with the same formula, charge and spin (kJ/mol) = 0.0
- frontier orbital gap (alpha / beta) (eV) = 5.63 / 5.60